Entry 1:
63
Properties=species:S:1:pos:R:3:forces:R:3 method="wB97M-V/def2-TZVPD" relative_energy_kcal_mol=17.23 e_tot_ha=-4536.3852
Pd 1.783488 -0.479514 -0.068950 0.30 -0.04 -0.41
N 3.847720 0.419393 0.689927 -0.52 0.35 -0.08
C 4.853838 -0.392175 0.012153 -0.02 0.00 -0.02
C 4.480483 -1.841352 0.191588 0.05 -0.15 -0.03
N 3.167244 -2.049462 -0.441695 0.10 -0.16 0.26
H 3.925361 1.389317 0.381058 0.11 0.01 -0.01
H 3.958883 0.395774 1.696238 -0.01 -0.07 0.03
H 5.874143 -0.209652 0.358717 0.00 0.04 0.07
H 4.812702 -0.130269 -1.047258 0.06 0.04 -0.01
H 4.371741 -2.072981 1.252030 0.02 0.00 0.02
H 5.253610 -2.493960 -0.219991 -0.06 -0.08 -0.04
H 2.715146 -2.897138 -0.118361 0.00 -0.08 -0.08
H 3.258136 -2.092707 -1.450370 -0.05 -0.09 -0.05
O 3.830617 2.996430 -0.712985 0.09 0.04 -0.04
C 2.645103 2.696080 -0.867045 -0.31 -0.19 -0.15
O 2.180979 1.629360 -1.395185 0.32 0.17 -0.32
C 1.555520 3.560552 -0.302127 0.11 -0.02 0.07
C 1.705600 4.922094 -0.101290 -0.06 0.08 0.01
C 0.659001 5.652958 0.440948 0.03 0.01 -0.02
C -0.517978 5.013912 0.809754 -0.01 -0.06 -0.01
C -0.654114 3.642924 0.637194 0.02 0.07 0.01
C 0.384328 2.909947 0.065320 -0.14 -0.09 0.28
P 0.228208 1.116286 -0.244476 -0.10 0.09 -0.02
C -1.095195 0.639391 0.922986 -0.06 -0.14 0.02
C -2.188395 -0.133516 0.539400 -0.07 0.09 0.06
C -3.089160 -0.600936 1.490991 0.05 0.00 -0.08
C -2.899957 -0.308573 2.830957 -0.01 0.02 0.03
C -1.799715 0.443309 3.226674 0.03 0.00 -0.04
C -0.899862 0.903861 2.280069 -0.05 -0.03 0.03
C -0.568141 0.994025 -1.870128 -0.08 0.11 -0.03
C -1.761659 1.681138 -2.079296 -0.01 0.03 -0.06
C -2.400249 1.625098 -3.309677 0.04 -0.02 0.01
C -1.841561 0.885038 -4.342644 0.01 0.00 0.02
C -0.646641 0.207432 -4.141099 -0.02 0.01 -0.01
C -0.012034 0.259455 -2.909307 -0.04 -0.03 -0.01
H 2.640352 5.390321 -0.381794 0.00 -0.02 0.03
H 0.760510 6.721336 0.584691 0.00 -0.01 0.00
H -1.331055 5.581330 1.244695 0.01 0.00 -0.01
H -1.564891 3.151389 0.954223 0.02 0.02 0.00
H -2.337073 -0.380435 -0.503830 0.01 -0.02 0.02
H -3.926125 -1.214986 1.180681 0.00 0.02 -0.01
H -3.603962 -0.671240 3.569877 0.02 -0.01 -0.01
H -1.637755 0.658849 4.275103 0.00 0.01 -0.01
H -0.034438 1.473787 2.599531 0.01 0.01 0.00
H -2.199175 2.266021 -1.278759 0.00 -0.01 -0.01
H -3.329975 2.158992 -3.459751 0.02 0.00 0.00
H -2.336024 0.838609 -5.304869 0.01 0.01 0.01
H -0.203036 -0.360666 -4.948894 -0.01 -0.01 0.01
H 0.914970 -0.271344 -2.753423 0.05 0.01 0.00
Br -4.883543 -6.021878 1.488910 -0.06 -0.06 0.01
C -3.372818 -4.930317 1.165257 0.05 0.05 -0.03
C -2.571842 -4.551376 2.231259 0.06 0.04 -0.03
C -1.478889 -3.732663 1.989513 -0.06 -0.05 0.10
C -1.191291 -3.305207 0.700857 0.08 -0.04 -0.11
C -1.998593 -3.705007 -0.356029 -0.05 -0.03 -0.04
C -3.098577 -4.521530 -0.130793 0.06 0.05 0.02
C -0.034728 -2.377832 0.474050 0.10 -0.08 0.05
O 0.644325 -2.000706 1.445967 -0.25 -0.29 0.20
O 0.200327 -1.995143 -0.723092 0.24 0.53 0.37
H -2.801991 -4.889670 3.232237 -0.01 0.02 -0.01
H -0.845891 -3.398207 2.800947 0.00 -0.01 -0.02
H -1.760579 -3.359298 -1.354173 -0.02 -0.01 0.02
H -3.735416 -4.834669 -0.946494 0.00 0.01 0.01

---

Entry 2:
16
Properties=species:S:1:pos:R:3:forces:R:3 method="wB97M-V/def2-TZVPD" relative_energy_kcal_mol=167.50 e_tot_ha=-457.9662
C 0.813065 0.517340 -1.115966 1.10 -0.86 1.79
C 1.118383 -0.184651 1.532111 -0.61 -0.34 0.31
C 0.689623 -0.852427 0.274748 1.08 1.53 -2.79
O 0.744234 -1.958084 -0.125527 -0.17 -0.17 0.53
H 2.203141 -0.086900 1.514339 -0.04 0.04 -0.02
H 1.888696 0.349901 -1.017849 0.23 0.19 -0.05
H 0.616424 1.501650 -0.698607 -0.22 0.04 -0.15
H 0.664647 0.453691 -2.192949 -0.52 -0.25 0.12
H 0.806993 -0.828393 2.355698 0.19 -0.02 0.06
H 0.626606 0.774093 1.655807 0.10 0.08 -0.12
C -1.314386 -0.175763 -1.086558 -3.19 -1.01 1.92
O -1.353797 -0.564897 0.395424 -0.40 0.90 -1.36
O -1.880809 0.547981 1.118880 -0.11 -0.14 -0.60
O -2.111259 0.669109 -1.420968 1.77 -0.38 0.10
H -2.421391 0.959768 0.398652 0.15 0.04 0.40
H -1.090171 -1.122417 -1.587236 0.64 0.36 -0.14

---

Entry 3:
14
Properties=species:S:1:pos:R:3:forces:R:3 method="wB97M-V/def2-TZVPD" relative_energy_kcal_mol=42.44 e_tot_ha=-1208.3084
N -1.292763 -1.008988 1.598807 0.94 0.06 -1.05
N -1.568487 -1.538851 -1.659331 2.56 1.21 1.46
N 0.953527 0.132815 0.121835 -1.97 1.15 -0.42
Si 1.924658 1.652604 0.128752 -0.42 -2.48 -0.75
Si -0.762059 -0.253155 0.186054 0.53 -1.25 -3.07
Cl -1.804567 1.445043 -0.200844 -0.05 0.28 0.11
H -1.360907 -2.002221 1.485279 -0.59 -0.27 0.62
H -1.893968 -0.509620 2.212197 -0.57 -0.24 0.50
H -1.295647 -0.808486 -2.371470 -0.33 -0.98 0.75
H -0.942521 -2.381274 -1.918053 -0.94 1.77 0.75
H 1.488485 -0.707098 0.113655 0.68 -0.53 0.03
H 1.267469 2.863843 -0.209068 -0.95 0.81 -0.02
H 2.907334 1.507294 -0.974598 0.29 -0.06 0.41
H 2.379452 1.608097 1.486779 0.81 0.51 0.67

---

Entry 4:
9
Properties=species:S:1:pos:R:3:forces:R:3 method="wB97M-V/def2-TZVPD" relative_energy_kcal_mol=101.10 e_tot_ha=-692.3967
C 0.443783 1.480555 -0.173843 -0.85 1.68 -0.97
N -0.632584 -1.944921 0.487209 -0.27 -0.26 -0.48
O 0.064810 -1.988201 1.459481 -0.72 -0.09 -0.84
O -1.317297 -2.771458 -0.078442 0.30 -0.87 0.86
O 0.215686 0.564710 0.720529 -0.66 -2.80 -0.47
O -0.792975 -0.845106 -0.264036 2.22 3.12 2.02
I 2.075229 1.497098 -1.618140 -0.11 -0.27 0.55
H -0.430045 1.497439 -0.811783 -0.33 0.29 -0.72
H 0.373391 2.509884 0.279026 0.42 -0.78 0.04

---

Entry 5:
7
Properties=species:S:1:pos:R:3:forces:R:3 method="wB97M-V/def2-TZVPD" smiles="C=O.O" relative_energy_kcal_mol=7.16 e_tot_ha=-190.9390
O -0.889186 -0.890944 0.192703 2.16 -0.77 0.32
C 0.285694 -1.057644 0.500713 -1.78 0.29 0.11
H 0.697924 -0.558494 1.409763 -0.09 -0.20 -0.42
H 0.983664 -1.711334 -0.074597 -0.39 0.25 0.09
O -0.356246 1.721655 -0.428467 0.15 -0.53 -0.86
H 0.404624 1.331155 -0.915126 -0.94 0.47 0.42
H -1.126475 1.165605 -0.684986 0.88 0.49 0.34

---

Entry 6:
9
Properties=species:S:1:pos:R:3:forces:R:3 method="wB97M-V/def2-TZVPD" smiles=c1cn[nH]c1 relative_energy_kcal_mol=70.71 e_tot_ha=-226.1125
N -0.982641 -0.532716 -0.005643 -0.20 0.33 -0.08
C -0.568582 0.749245 0.125547 -0.20 -1.55 1.91
C 0.860631 0.717256 0.293996 -3.12 3.18 -2.81
C 1.133068 -0.635721 0.035528 -0.07 -0.92 0.00
N 0.049280 -1.388283 -0.049089 0.35 -0.19 0.09
H -1.921018 -0.898028 -0.099271 0.23 0.08 0.03
H -1.291601 1.558337 0.275190 0.48 -0.30 -0.36
H 0.612470 1.527490 -0.598776 2.62 -0.51 1.35
H 2.108397 -1.097581 0.022519 -0.08 -0.12 -0.11

---

Entry 7:
62
Properties=species:S:1:pos:R:3:forces:R:3 method="wB97M-V/def2-TZVPD" relative_energy_kcal_mol=505.03 e_tot_ha=-2333.1302
C -4.138202 -0.009817 6.327805 -3.25 2.79 0.75
C -3.609637 0.526732 5.082079 -1.41 -2.70 -4.73
H -3.694786 1.540622 5.049518 -0.49 3.01 -0.32
H -4.078952 0.034868 4.113059 -0.41 1.31 1.96
O -2.317989 0.156457 4.853323 5.89 -1.49 0.79
C -1.366166 0.460499 3.882060 -6.64 1.09 0.74
O -1.653618 1.145149 2.944394 -0.19 0.69 -0.45
C -0.116453 -0.121517 4.065981 6.47 -1.55 2.79
N 0.783510 0.443241 3.064740 -0.75 5.25 0.90
C 1.443036 -0.172098 2.159479 -0.05 -11.09 0.26
O 1.459584 -1.626971 2.220159 0.13 7.16 -0.46
C 2.160590 0.474240 1.110787 -0.54 8.31 2.39
N 1.228917 1.475027 0.128358 9.47 -3.38 12.29
C 0.675353 2.388799 0.729571 -5.08 1.80 -12.86
O 0.692605 2.955162 1.681348 1.28 4.86 12.48
C -0.187855 2.982759 -0.411293 -7.05 3.91 7.05
N -0.581404 4.499944 -0.087112 5.39 -10.69 8.81
C -0.844175 5.323108 -0.971992 0.40 6.33 8.93
O -1.135011 5.023577 -1.995002 -2.94 -2.52 -13.78
C -1.035190 6.630574 -0.288599 -11.32 -3.54 -4.20
H -0.318560 6.953087 0.112990 10.61 4.32 6.22
H -1.220306 7.248340 -1.097421 -1.14 1.92 -1.26
H -1.918677 6.550223 0.474994 1.51 0.30 -1.67
H -0.322352 4.518879 0.995419 -0.83 1.20 -3.28
H -0.135552 2.803945 -1.344745 2.06 -0.56 -6.62
C -1.661476 2.154664 -0.310611 0.45 1.61 -2.42
C -1.328718 0.874182 -0.964475 -1.49 -6.24 4.18
C -1.238275 -0.413046 0.185463 2.52 1.67 -8.65
C -0.641230 -1.565066 -0.384588 -2.87 0.54 9.40
C -0.435888 -1.767089 -1.661962 1.59 -5.45 -3.82
C -0.789707 -0.897114 -2.542903 -0.74 5.58 -7.84
C -1.239571 0.423202 -2.270332 0.86 -1.22 5.12
H -1.268269 1.216861 -2.876752 -0.36 2.25 -3.50
H -0.581791 -0.905288 -3.766484 -0.46 -0.91 3.44
N -0.029836 -3.064757 -2.129501 1.98 -0.91 3.76
C 0.957559 -3.880233 -1.094425 0.90 1.83 -12.25
H 0.684470 -4.858721 -1.435614 0.78 -0.85 0.57
C 2.649374 -3.351021 -1.508321 -7.04 1.07 -7.37
H 3.088723 -3.805942 -0.808968 4.44 -2.49 5.67
H 2.827082 -3.900001 -2.545242 0.08 1.97 2.13
Cl 2.730703 -1.476238 -1.569516 0.22 -2.51 0.01
H 1.040568 -3.635510 -0.195680 -0.89 2.01 7.80
C -0.176160 -3.564566 -3.505397 -4.44 -1.06 3.44
H -1.179853 -3.123818 -3.853099 1.10 -0.85 0.70
C 0.758172 -3.185681 -4.511844 0.24 9.22 0.64
H 0.252320 -2.613969 -5.321358 0.34 -1.20 -0.16
H 1.414956 -2.095753 -4.072081 -2.14 -2.95 -0.79
Cl 1.938625 -4.163465 -4.902630 4.31 -4.43 -2.13
H -0.361096 -4.704568 -3.361899 0.55 1.72 -0.73
H -0.582144 -2.455051 0.375107 0.26 1.69 -1.63
H -1.446630 -0.149940 1.141993 -0.52 0.19 2.72
H -2.091666 2.075430 0.660890 0.28 -0.32 0.95
H -2.491022 2.672347 -0.904140 1.53 -0.08 0.44
H 1.148401 1.000112 -0.572180 -2.36 -5.64 -10.44
H 2.945752 0.131901 0.622079 2.55 -2.82 -2.54
H 3.010225 1.352463 1.846819 -2.79 -2.03 -2.03
H 0.767597 1.540537 2.903875 -0.13 -2.62 0.68
H 0.089146 -1.204764 3.925356 -1.05 0.27 0.14
H 0.347514 0.101350 5.205730 -1.39 -0.44 -2.98
H -3.893377 -0.985433 6.525354 -0.29 -2.88 -0.25
H -5.348606 0.304329 6.247375 3.29 -1.30 0.84
H -3.636571 0.445095 7.180559 -0.41 0.82 0.13

---

Entry 8:
11
Properties=species:S:1:pos:R:3:forces:R:3 method="wB97M-V/def2-TZVPD" relative_energy_kcal_mol=117.57 e_tot_ha=-285.2272
C 0.499256 0.937078 -0.273445 -0.33 0.18 -0.18
C 1.486830 0.092541 0.321148 0.51 -0.60 0.99
N -0.040901 -1.308216 -0.256549 0.26 0.02 -0.02
C -0.732481 -0.042083 0.023358 0.29 0.19 -0.03
C -1.938390 0.145647 0.480879 -0.05 -0.19 0.10
O 2.295891 -0.268418 1.051926 -0.82 0.35 -0.92
H -0.065237 -1.584149 -1.236996 -0.05 0.04 0.09
H -0.422546 -2.066001 0.301670 -0.02 0.08 -0.03
H 0.639753 1.000105 -1.355487 0.08 -0.05 0.05
H 0.491367 1.933034 0.172112 0.04 -0.08 0.02
H -2.213541 1.160461 0.771385 0.11 0.06 -0.08